(i)
Entry from the Open Molecules 2025 dataset: the ion C4H10NO2 with charge +1 (ωB97M-V with the def2-TZVPD basis set).

Output
- Frontier orbital gap: 0.385 Eh
- Spin multiplicity: 1
- Total charge: +1
- SMILES string: C[C@@H]([NH3+])CC(=O)O

Each line ends with the Löwdin charge.
Element x y z (Å)
C (-0.36, -0.63, 1.57)  -0.0154
C (-0.62, -0.30, 0.03)  -0.3392
N (-1.84, 0.53, 0.00)  0.1838
C (0.54, 0.41, -0.69)  -0.0673
C (1.88, -0.39, -0.73)  -0.4799
O (2.34, -0.85, 0.32)  0.1234
O (2.37, -0.28, -1.95)  0.1182
H (-1.38, -0.92, 1.89)  0.0847
H (0.36, -1.44, 1.66)  0.0794
H (-0.07, 0.28, 2.19)  0.1182
H (-0.74, -1.27, -0.49)  0.1677
H (-1.95, 0.86, -1.05)  0.2297
H (-2.74, 0.06, 0.23)  0.1815
H (-1.82, 1.36, 0.59)  0.1732
H (0.34, 0.76, -1.72)  0.1248
H (0.72, 1.33, -0.10)  0.1424
H (2.99, 0.47, -1.74)  0.1749



(ii)
Entry from the Open Molecules 2025 dataset: a cluster of 3 separate species, C4H10NO2 in total (ωB97M-V with the def2-TZVPD basis set).

Output
- Frontier orbital gap: 0.350 Eh
- Spin multiplicity: 1
- Total charge: +1

Each line ends with the Löwdin charge.
Element x y z (Å)
C (-3.27, 2.02, 1.10)  0.0597
C (-2.69, 1.15, 0.35)  -0.2138
C (0.72, -2.57, -1.15)  -0.0285
C (1.17, -1.34, -0.57)  -0.1525
N (0.54, -0.30, -0.19)  0.2055
O (-2.06, 0.54, -0.45)  0.0991
O (2.34, 1.50, 0.48)  -0.0230
H (-2.67, 2.82, 1.42)  0.0681
H (-4.27, 1.99, 1.45)  0.0724
H (-0.32, -2.85, -1.38)  0.1151
H (1.19, -3.25, -0.42)  0.1122
H (1.39, -2.69, -2.04)  0.1238
H (2.30, -1.35, -0.45)  0.1745
H (-0.47, -0.15, 0.00)  0.1107
H (1.28, 0.39, 0.24)  0.0864
H (2.97, 1.73, 1.16)  0.0806
H (1.85, 2.36, 0.43)  0.1097



Stability ranking, top entry: (i); the second entry is 0.443 eV less favorable.



(i)
Entry from the Open Molecules 2025 dataset: a cluster of 6 separate species, CH14O6 in total (ωB97M-V with the def2-TZVPD basis set).

Output
- Frontier orbital gap: 0.400 Eh
- Spin multiplicity: 1
- SMILES string: CO.O.O.O.O.O

Each line ends with the Löwdin charge.
Element x y z (Å)
C (1.13, -0.16, -2.55)  -0.1452
O (-0.16, -0.43, -2.02)  -0.1448
H (1.13, 0.70, -3.22)  0.0841
H (1.42, -1.00, -3.17)  0.0787
H (1.90, -0.06, -1.78)  0.0775
H (-0.50, 0.42, -1.70)  0.0261
O (-1.14, 1.51, -0.10)  -0.0644
H (-0.38, 1.38, 0.50)  0.0157
H (-1.87, 1.54, 0.52)  0.0573
O (0.25, 0.84, 2.16)  -0.0622
H (0.21, -0.13, 2.19)  0.0291
H (1.08, 1.12, 2.56)  0.0596
O (0.25, -1.53, 4.42)  -0.0536
H (1.02, -2.08, 4.24)  0.0388
H (-0.27, -2.02, 5.06)  0.0389
O (-2.22, 1.78, -2.95)  -0.0630
H (-2.40, 0.89, -2.62)  0.0301
H (-1.90, 2.27, -2.18)  0.0123
O (1.02, -1.49, 0.47)  -0.0606
H (0.79, -2.43, 0.48)  0.0472
H (0.65, -1.12, -0.34)  -0.0019



(ii)
Entry from the Open Molecules 2025 dataset: a cluster of 6 separate species, CH14O6 in total (ωB97M-V with the def2-TZVPD basis set).

Output
- Frontier orbital gap: 0.398 Eh
- Spin multiplicity: 1
- SMILES string: CO.O.O.O.O.O

Each line ends with the Löwdin charge.
Element x y z (Å)
C (-1.72, 0.32, -0.28)  -0.1394
O (-0.44, 0.08, -0.85)  -0.1362
H (-1.61, 0.23, 0.80)  0.0590
H (-2.03, 1.32, -0.58)  0.0815
H (-2.41, -0.42, -0.66)  0.0745
H (0.08, 0.80, -1.17)  0.0165
O (2.18, 1.88, 1.13)  -0.0386
H (2.93, 1.90, 1.68)  0.0229
H (1.69, 1.08, 1.42)  0.0511
O (-0.03, -0.06, 3.20)  -0.0519
H (-0.05, -0.94, 2.82)  -0.0029
H (-0.82, -0.08, 3.76)  0.0434
O (-0.84, -2.47, 1.44)  -0.0460
H (-1.45, -2.93, 0.85)  0.0415
H (-0.39, -1.95, 0.76)  0.0254
O (1.00, 2.64, -1.57)  -0.0560
H (1.36, 2.66, -0.68)  -0.0015
H (0.77, 3.58, -1.70)  0.0607
O (0.73, -2.89, -3.30)  -0.0490
H (1.17, -2.32, -3.91)  0.0200
H (-0.11, -2.45, -3.15)  0.0247



Stability ranking, top entry: (i); the second entry is 0.382 eV less favorable.



(i)
Entry from the Open Molecules 2025 dataset: an isolated molecule of C4H6N2S (ωB97M-V with the def2-TZVPD basis set).

Output
- Frontier orbital gap: 0.364 Eh
- Spin multiplicity: 1
- SMILES string: [H]/N=C\NSCC#C

Each line ends with the Löwdin charge.
Element x y z (Å)
H (2.17, -1.28, -0.18)  0.0470
N (2.48, -0.41, -0.76)  0.0611
C (2.00, 0.60, -0.18)  -0.4555
N (1.22, 0.75, 0.97)  -0.2605
S (0.24, -0.73, 1.13)  0.8699
C (-0.83, -1.01, -0.31)  -0.5146
C (-1.89, -0.08, -0.28)  -0.3344
C (-2.80, 0.66, -0.03)  0.0567
H (2.37, 1.60, -0.24)  0.1008
H (0.67, 1.58, 1.01)  0.0632
H (-1.35, -2.07, -0.04)  0.1500
H (-0.38, -0.83, -1.28)  0.0802
H (-3.92, 1.23, 0.19)  0.1362



(ii)
Entry from the Open Molecules 2025 dataset: an isolated molecule of C4H6N2S (ωB97M-V with the def2-TZVPD basis set).

Output
- Frontier orbital gap: 0.305 Eh
- Spin multiplicity: 1
- SMILES string: Nc1cccn1S

Each line ends with the Löwdin charge.
Element x y z (Å)
N (-0.50, 1.93, 0.03)  0.0877
C (0.09, 0.66, -0.05)  -0.4161
C (1.41, 0.25, -0.04)  -0.0684
C (1.41, -1.16, -0.04)  -0.1232
C (0.12, -1.61, -0.04)  -0.1661
N (-0.69, -0.47, -0.05)  -0.4649
S (-2.39, -0.49, -0.12)  0.8326
H (0.21, 2.66, -0.04)  0.0922
H (-1.23, 2.07, -0.64)  0.0572
H (2.28, 0.89, -0.06)  0.0980
H (2.29, -1.81, -0.05)  0.1000
H (-0.35, -2.59, -0.09)  0.1026
H (-2.63, -0.33, 1.18)  -0.1316



Stability ranking, top entry: (ii); the second entry is 3.822 eV less favorable.



(i)
Entry from the Open Molecules 2025 dataset: an isolated molecule of C4H6N2S (ωB97M-V with the def2-TZVPD basis set).

Output
- Frontier orbital gap: 0.342 Eh
- Spin multiplicity: 1
- SMILES string: C1=NN[C@H]2C[C@@H]2S1

Each line ends with the Löwdin charge.
Element x y z (Å)
C (1.92, 0.56, 0.02)  -0.4425
N (1.05, 1.47, -0.11)  -0.0485
N (-0.34, 1.36, -0.18)  -0.0484
C (-0.65, 0.11, 0.48)  -0.3254
C (-1.43, -1.08, 0.00)  -0.0971
C (-0.06, -0.93, -0.49)  -0.5357
S (1.64, -1.25, 0.07)  0.8528
H (2.94, 0.84, 0.03)  0.0449
H (-0.78, 2.17, 0.29)  0.1331
H (-0.37, -0.02, 1.55)  0.1459
H (-1.80, -1.67, 0.76)  0.0849
H (-2.09, -0.95, -0.87)  0.1172
H (-0.03, -0.60, -1.55)  0.1187



(ii)
Entry from the Open Molecules 2025 dataset: an isolated molecule of C4H6N2S (ωB97M-V with the def2-TZVPD basis set).

Output
- Frontier orbital gap (alpha / beta): 0.289 / 0.289 Eh
- Spin multiplicity: 1

Each line ends with the Löwdin charge.
Element x y z (Å)
C (-0.15, -0.53, 1.19)  -0.1435
C (-0.09, 0.77, 1.23)  -0.1940
C (-0.46, -1.23, 0.05)  -0.2549
C (0.08, 1.61, 0.17)  -0.3986
N (-0.88, -0.73, -1.12)  0.0375
N (1.15, 0.08, -1.81)  -0.3466
S (0.55, 1.49, -1.47)  0.9395
H (0.06, -1.25, 1.99)  0.1161
H (-0.20, 1.27, 2.17)  0.1052
H (-0.35, -2.31, 0.02)  0.1043
H (0.00, 2.66, 0.28)  0.0232
H (-1.21, -1.42, -1.70)  0.0161
H (1.51, -0.40, -1.00)  -0.0044



Stability ranking, top entry: (i); the second entry is 0.422 eV less favorable.